Entry 1:
ORCA calculation (the ωB97M-V functional and the def2-TZVPD basis) on the molecule C3H5N5.

## Properties
- Frontier orbital gap: 7.0 eV
- HOMO: -0.2964 Ha
- Spin multiplicity: 1
- SMILES string: [H]/N=N/c1c[nH]nc1N
- F_max: 0.2058 hartree/bohr
- Molecular weight: 111.108 g/mol
- Lowest unoccupied orbital energy: -1.1 eV

Geometry (Å):
H1 3.6762 0.6449 -0.0714
N1 2.7603 -0.0465 0.4425
N2 1.7582 0.8193 -0.4034
C1 0.4659 0.0251 -0.2597
C2 0.2703 -1.3223 -0.2873
N3 -1.0322 -1.5390 -0.0887
N4 -1.8136 -0.4972 0.1816
C3 -0.9185 0.4913 -0.1164
N5 -1.5065 1.7265 -0.0022
H2 1.0342 -2.1513 -0.1439
H3 -1.3249 -2.5011 0.3413
H4 -0.7694 2.3069 0.2881
H5 -2.5999 2.0435 0.1195

Entry 2:
ORCA calculation (the ωB97M-V functional and the def2-TZVPD basis) on a structure of composition C3H5N5.

## Properties
- Frontier orbital gap: 8.5 eV
- HOMO: -0.3016 Ha
- Spin multiplicity: 1
- F_max: 0.1477 hartree/bohr
- Molecular weight: 111.108 g/mol
- Lowest unoccupied orbital energy: 0.3 eV

Geometry (Å):
C1 -0.9070 -0.9966 -0.2132
C2 1.6460 1.1439 0.0226
C3 2.2572 -0.1511 0.2994
H1 -1.5838 1.2747 0.7877
H2 -3.2281 1.0879 0.6644
H3 -0.8376 -2.0093 -0.1753
H4 2.2652 1.9999 0.2042
H5 3.4199 -0.5572 1.0310
N1 -2.3984 0.7495 0.2311
N2 -2.1374 -0.5499 0.1255
N3 0.2212 -0.2807 -0.4292
N4 0.3369 0.9321 -0.5316
N5 1.4045 -1.1044 0.1521

Entry 3:
ORCA calculation (the ωB97M-V functional and the def2-TZVPD basis) on the molecule C3H5NO.

## Properties
- Frontier orbital gap: 11.6 eV
- HOMO: -0.4033 Ha
- Spin multiplicity: 1
- SMILES string: C[C@H](O)C#N
- F_max: 0.0948 hartree/bohr
- Molecular weight: 71.079 g/mol
- Lowest unoccupied orbital energy: 0.7 eV

Geometry (Å):
C1 -1.2242 -1.1455 -0.1436
C2 -0.3090 0.1319 0.3263
O1 -0.8162 1.3354 -0.0489
C3 1.0442 -0.0004 0.0516
N1 2.1442 -0.2599 -0.1279
H1 -1.6998 -1.1015 -1.1937
H2 -0.5754 -2.0164 0.0562
H3 -2.0327 -1.2819 0.5903
H4 -0.4950 0.0747 1.4018
H5 -0.7428 1.5446 -0.9739

Entry 4:
ORCA calculation (the ωB97M-V functional and the def2-TZVPD basis) on the molecule C3H5NO.

## Properties
- Frontier orbital gap: 10.9 eV
- HOMO: -0.3809 Ha
- Spin multiplicity: 1
- SMILES string: C[C@@H](O)C#N
- F_max: 0.0830 hartree/bohr
- Molecular weight: 71.079 g/mol
- Lowest unoccupied orbital energy: 0.5 eV

Geometry (Å):
C1 -1.0824 0.0586 -0.1034
C2 0.3716 -0.4445 0.2348
O1 0.9845 -1.1674 -0.8062
C3 0.7049 0.9867 0.3381
N1 0.6547 2.1485 0.3264
H1 -1.2882 -0.2094 -1.1406
H2 -0.9220 1.2449 -0.0303
H3 -1.8150 -0.3554 0.5963
H4 0.4639 -0.9838 1.1937
H5 1.9281 -1.2783 -0.6088

Entry 5:
ORCA calculation (the ωB97M-V functional and the def2-TZVPD basis) on a structure of composition C3H5NO.

## Properties
- Frontier orbital gap: 9.6 eV
- HOMO: -0.3190 Ha
- Spin multiplicity: 1
- F_max: 0.1452 hartree/bohr
- Molecular weight: 71.079 g/mol
- Lowest unoccupied orbital energy: 0.9 eV

Geometry (Å):
C1 1.0079 0.8280 -0.3741
C2 0.0536 1.0594 0.4272
C3 -1.6659 0.2001 -0.0277
N1 -1.6498 -1.1048 0.2095
O1 -2.5916 0.9060 -0.2677
H1 1.9904 1.1026 0.0386
H2 0.8187 0.3864 -1.3179
H3 -0.1864 1.6600 1.2813
H4 -0.8204 -1.5645 0.6667
H5 -2.4803 -1.6215 0.2187

Entry 6:
ORCA calculation (the ωB97M-V functional and the def2-TZVPD basis) on a structure of composition C3H5NO.

## Properties
- Frontier orbital gap: 8.7 eV
- HOMO: -0.3219 Ha
- Spin multiplicity: 1
- F_max: 0.0146 hartree/bohr
- Molecular weight: 71.079 g/mol
- Lowest unoccupied orbital energy: 0.0 eV

Geometry (Å):
O1 2.0849 -0.5540 0.2818
C1 0.9426 -0.2276 0.3881
C2 0.2051 1.1424 0.3032
N1 -0.9618 0.2605 0.4149
C3 -0.4398 -0.9460 0.5988
H1 0.3383 1.7894 1.1756
H2 0.3004 1.7096 -0.6297
H3 -1.9461 0.5004 0.4368
H4 -0.4140 -1.9479 -1.1601
H5 -0.1096 -1.7268 -1.8094

Entry 7:
ORCA calculation (the ωB97M-V functional and the def2-TZVPD basis) on the molecule C3H5NO.

## Properties
- Frontier orbital gap: 10.4 eV
- HOMO: -0.3481 Ha
- Spin multiplicity: 1
- SMILES string: C1=NOCC1
- F_max: 0.0466 hartree/bohr
- Molecular weight: 71.079 g/mol
- Lowest unoccupied orbital energy: 0.9 eV

Geometry (Å):
C1 0.9669 0.2811 0.7698
N1 1.5797 0.5909 -0.2824
O1 0.7025 0.3469 -1.3973
C2 -0.4860 -0.2559 -0.8958
C3 -0.4298 -0.0925 0.6299
H1 1.4800 0.4108 1.6621
H2 -0.4995 -1.2960 -1.2532
H3 -1.4603 0.2468 -1.3283
H4 -0.7618 -1.0233 1.1893
H5 -1.0917 0.7912 0.9060

Entry 8:
ORCA calculation (the ωB97M-V functional and the def2-TZVPD basis) on the molecule C3H5NO.

## Properties
- Frontier orbital gap: 10.6 eV
- HOMO: -0.3573 Ha
- Spin multiplicity: 1
- SMILES string: O=C1CNC1
- F_max: 0.0114 hartree/bohr
- Molecular weight: 71.079 g/mol
- Lowest unoccupied orbital energy: 0.8 eV

Geometry (Å):
O1 -0.3331 0.9615 -1.9881
C1 -0.2063 0.4095 -0.9342
C2 0.6356 -0.7549 -0.4138
N1 0.5686 -0.0805 0.9001
C3 -0.6130 0.7160 0.5067
H1 0.0847 -1.7085 -0.4773
H2 1.6319 -0.8764 -0.8473
H3 0.4306 -0.6940 1.6926
H4 -1.5868 0.2600 0.7536
H5 -0.6121 1.7672 0.8076

Entry 9:
ORCA calculation (the ωB97M-V functional and the def2-TZVPD basis) on the molecule C3H5NO.

## Properties
- Frontier orbital gap: 9.9 eV
- HOMO: -0.3376 Ha
- Spin multiplicity: 1
- SMILES string: C=C/C=N\O
- F_max: 0.0561 hartree/bohr
- Molecular weight: 71.079 g/mol
- Lowest unoccupied orbital energy: 0.7 eV

Geometry (Å):
C1 0.9810 -1.5986 1.1952
C2 0.4445 -0.4741 0.7177
C3 -0.3892 -0.4441 -0.4418
N1 -0.8027 0.5914 -1.0580
O1 -0.2853 1.7145 -0.4708
H1 1.7081 -1.6305 2.0153
H2 0.8588 -2.5672 0.6470
H3 0.5633 0.4617 1.3396
H4 -0.6263 -1.4696 -0.8354
H5 -0.8206 2.4504 -0.8210

Entry 10:
ORCA calculation (the ωB97M-V functional and the def2-TZVPD basis) on the molecule C3H5NO.

## Properties
- Frontier orbital gap: 11.1 eV
- HOMO: -0.3699 Ha
- Spin multiplicity: 1
- SMILES string: O=CN1CC1
- F_max: 0.0103 hartree/bohr
- Molecular weight: 71.079 g/mol
- Lowest unoccupied orbital energy: 1.0 eV

Geometry (Å):
O1 2.4040 -0.7114 0.0696
C1 1.5002 0.0742 -0.0210
N1 0.2801 -0.1093 0.6580
C2 -0.8942 0.6536 0.2775
C3 -0.7271 -0.7401 -0.1927
H1 1.5532 0.9663 -0.6826
H2 -1.5722 0.8595 1.1009
H3 -0.8070 1.4614 -0.4503
H4 -0.4521 -0.8607 -1.2402
H5 -1.2508 -1.5814 0.2478

Entry 11:
ORCA calculation (the ωB97M-V functional and the def2-TZVPD basis) on the molecule C3H5NO.

## Properties
- Frontier orbital gap: 10.8 eV
- HOMO: -0.3601 Ha
- Spin multiplicity: 1
- SMILES string: C1=NCCO1
- F_max: 0.0095 hartree/bohr
- Molecular weight: 71.079 g/mol
- Lowest unoccupied orbital energy: 1.0 eV

Geometry (Å):
C1 -0.4574 1.2873 -0.3193
N1 -1.2893 0.3332 -0.2358
C2 -0.4384 -0.8767 -0.1392
C3 0.8688 -0.2928 0.4008
O1 0.8725 1.0145 -0.2150
H1 -0.6957 2.3408 -0.4550
H2 -0.3565 -1.3169 -1.1463
H3 -0.8573 -1.6297 0.5317
H4 0.7522 -0.1320 1.4830
H5 1.8107 -0.8147 0.2140

Entry 12:
ORCA calculation (the ωB97M-V functional and the def2-TZVPD basis) on the molecule C3H5NO.

## Properties
- Frontier orbital gap (spin up / spin down): 8.5 / 8.5 eV
- HOMO (spin up / spin down): -0.3339 / -0.3339 Ha
- Spin multiplicity: 1
- F_max: 0.0235 hartree/bohr
- Molecular weight: 71.079 g/mol
- Lowest unoccupied orbital energy (spin up / spin down): -0.6 / -0.6 eV

Geometry (Å):
C1 -0.9469 -0.6085 0.0641
C2 -0.4440 0.7124 0.3420
N1 0.8683 1.0214 -0.1163
C3 1.5390 -0.0843 -0.3070
O1 1.0921 -1.2824 -0.2558
H1 -1.7293 -0.9981 0.7307
H2 -0.9880 -0.9746 -0.9496
H3 -1.3102 1.0252 -0.3325
H4 -0.6980 1.1324 1.3258
H5 2.6171 0.0565 -0.5014

In order of appearance, energy relative to the best compared isomer or geometry (same formula, charge and spin) = 6.827 6.146 1.243 2.443 2.242 4.338 2.242 1.316 2.563 1.555 0.713 3.346 eV.